No. 1
DFT (ωB97M-V/def2-TZVPD) results for a structure of composition H3NO4 at a distorted geometry.

Structure (ORCA input):
```
! wB97M-V def2-TZVPD RIJCOSX def2/J DEFGRID3
* xyz 0 1
H -0.55467 -0.63645 2.70663
N -0.27939 1.94712 -0.78629
H -0.08756 -0.59079 0.16202
H 1.34566 -0.56059 -2.09370
O -0.84623 -0.16155 1.95811
O -0.72821 -1.03878 0.85359
O 0.32198 1.36506 -1.51640
O 0.82841 -0.32402 -1.28396
*
```

Calculated values
Energy above the lowest of the compared OMol25 structures with the same formula, charge and spin, kcal/mol: 32.86
LUMO (alpha / beta), eV: -1.072 / -1.320
HOMO level (alpha / beta), eV: -9.67 / -9.62
Gap between HOMO and LUMO (alpha / beta), eV: 8.59 / 8.30
Molar mass, g mol⁻¹: 81.0
E_tot, hartree: -357.2260

No. 2
DFT (ωB97M-V/def2-TZVPD) results for the molecule C4H8O.

Structure (ORCA input):
```
! wB97M-V def2-TZVPD RIJCOSX def2/J DEFGRID3
* xyz 0 1
H 0.56230 1.76710 -0.16965
H -1.58594 0.01698 1.14884
H 0.58461 -1.85529 0.45246
O 1.11499 0.43377 1.33491
H -1.87279 1.30728 -0.08657
H 1.79539 -1.51580 -0.73146
H 0.28653 -2.28562 -1.30026
C 0.69855 -1.55923 -0.59762
H -0.16703 0.15927 -1.72699
C 0.22034 -0.18079 -0.76703
C -1.20374 0.92708 0.68713
H -1.07963 1.68115 1.47012
C 0.44810 0.75524 0.30079
*
```

Calculated values
Energy above the lowest of the compared OMol25 structures with the same formula, charge and spin, kcal/mol: 83.75
LUMO (alpha / beta), eV: -0.798 / -0.802
HOMO level (alpha / beta), eV: -8.27 / -8.27
Gap between HOMO and LUMO (alpha / beta), eV: 7.48 / 7.47
Molar mass, g mol⁻¹: 72.1
E_tot, hartree: -232.3122

No. 3
DFT (ωB97M-V/def2-TZVPD) results for a cluster of 2 separate species, C6H15NO in total at a distorted geometry.

Structure (ORCA input):
```
! wB97M-V def2-TZVPD RIJCOSX def2/J DEFGRID3
* xyz -1 2
C 0.84918 -0.57298 -1.18794
H 0.96163 -1.59249 -1.54580
H -0.38222 1.24266 -0.31701
C 2.04964 0.13752 -0.63238
O -3.21551 -0.59865 -0.95424
H 2.29802 1.00772 -1.23254
H 3.40167 -1.26231 0.48741
H 0.40175 -0.06788 -2.03865
H 4.15672 0.12466 -0.36660
C 0.28050 0.86760 1.80350
C 3.36490 -0.62025 -0.42913
H -0.04270 -1.43257 0.63393
H 1.19989 0.44187 1.31770
C -0.61522 0.71026 0.58967
C -0.29509 -0.67652 -0.11352
N -2.03479 0.88413 0.94415
H -0.04711 0.29805 2.68539
H -2.68338 0.61903 0.15080
H 3.61255 -1.29944 -1.27738
H -1.27592 -0.98816 -0.47638
H 0.45729 1.93333 2.03714
H -2.24140 0.52167 1.85950
H -3.94690 -0.40801 -1.55020
*
```

Calculated values
Energy above the lowest of the compared OMol25 structures with the same formula, charge and spin, kcal/mol: 44.50
LUMO (alpha / beta), eV: 3.539 / 3.272
HOMO level (alpha / beta), eV: -3.03 / -3.03
Gap between HOMO and LUMO (alpha / beta), eV: 6.57 / 6.30
Molar mass, g mol⁻¹: 117.2
E_tot, hartree: -367.4925

No. 4
DFT (ωB97M-V/def2-TZVPD) results for the ion C7H12N3O2 with charge +1 at a distorted geometry.

Structure (ORCA input):
```
! wB97M-V def2-TZVPD RIJCOSX def2/J DEFGRID3
* xyz 1 1
N 0.86985 -1.62133 1.11451
C -1.10966 1.28795 -0.56583
H 0.06696 -0.77769 -3.12593
C 0.85023 1.96353 0.61815
H -0.72887 -2.37117 -2.99701
C -2.44490 1.43997 -1.11774
H 2.40212 -1.01443 2.38438
C 0.52176 -0.42674 0.62490
H 2.28108 -2.75917 2.11490
N -0.47168 2.22635 0.07064
H 1.11502 -1.95719 3.17624
O -0.60432 -1.38197 -1.24374
H 1.55215 1.92372 -0.23141
C -0.74601 -1.33623 -2.66087
N 0.90913 0.70433 1.29361
H 0.84921 0.68702 2.30105
H 1.13776 2.76640 1.29606
H -0.90132 3.14257 0.17775
C -0.10835 -0.32467 -0.61342
H 0.48055 -2.42869 0.64795
H -1.70320 -0.88973 -2.93587
H -2.69022 0.78562 -1.96530
C 1.70768 -1.84482 2.26409
O -3.23498 2.20637 -0.62713
*
```

Calculated values
Energy above the lowest of the compared OMol25 structures with the same formula, charge and spin, kcal/mol: 57.47
LUMO (alpha / beta), eV: -5.050 / -5.050
HOMO level (alpha / beta), eV: -11.79 / -11.79
Gap between HOMO and LUMO (alpha / beta), eV: 6.74 / 6.74
Molar mass, g mol⁻¹: 170.2
E_tot, hartree: -588.3366